Entry 1:
A molecular structure, C5H5NOS, computed with the ωB97M-V functional and the def2-TZVPD basis.

Structure (XYZ):
```
13
C5H5NOS (the ωB97M-V functional and the def2-TZVPD basis)
C 0.4265 1.1895 -0.2016
C 0.0257 0.1787 0.9562
C 0.5376 -0.2102 -0.9440
C -0.7780 -0.8687 -0.8217
C -1.3017 -0.3565 0.5637
H 0.5099 0.7881 1.9021
H 2.0194 0.0599 0.5674
H 1.1517 -0.3259 -1.7691
H -1.1662 -1.9465 -1.2223
H -2.1439 -0.7585 1.0975
N 1.2255 -0.4539 0.4134
O -1.8203 0.1159 -0.6255
S 1.3139 2.5882 0.0839
```

- calculated total energy (a.u.) = -721.4816
- frontier orbital gap (eV) = 8.61
- energy above the lowest of the compared OMol25 structures with the same formula, charge and spin (kJ/mol) = 625.0
- highest occupied orbital energy (eV) = -8.40

Löwdin atomic charges, in units of e:
1. C -0.6006
2. C -0.2768
3. C -0.1648
4. C -0.1362
5. C -0.1776
6. H 0.1763
7. H 0.0633
8. H 0.1164
9. H 0.2034
10. H 0.1492
11. N 0.0816
12. O -0.0181
13. S 0.5839

---

Entry 2:
C5H5NOS in the gas phase, computed with the ωB97M-V functional and the def2-TZVPD basis.

Structure (XYZ):
```
13
C5H5NOS (the ωB97M-V functional and the def2-TZVPD basis)
N -3.4672 1.8206 0.5074
C -2.7457 1.0132 0.1679
C -1.5001 0.0120 -0.2200
S -2.1974 -1.6137 -0.0724
C -0.3362 0.3530 0.7369
C 0.8603 0.5265 -0.1874
C 0.3963 0.6384 -1.4500
O -1.0243 0.4276 -1.4953
H -3.5373 -1.2852 -0.1457
H 0.0191 -0.4693 1.3202
H -0.5942 1.1446 1.3210
H 1.7996 0.5106 0.3650
H 0.8410 0.7085 -2.3667
```

- calculated total energy (a.u.) = -721.6152
- frontier orbital gap (eV) = 9.99
- energy above the lowest of the compared OMol25 structures with the same formula, charge and spin (kJ/mol) = 274.1
- highest occupied orbital energy (eV) = -9.47
- SMILES = N#C[C@]1(S)CC=CO1

Löwdin atomic charges, in units of e:
1. N 0.1407
2. C -0.1909
3. C -0.7637
4. S 0.8352
5. C -0.1551
6. C -0.0362
7. C -0.0378
8. O -0.1013
9. H -0.0838
10. H 0.1033
11. H 0.0858
12. H 0.1136
13. H 0.0904

---

Entry 3:
A molecular structure, C5H5NS, computed with the ωB97M-V functional and the def2-TZVPD basis.

Structure (XYZ):
```
12
C5H5NS (the ωB97M-V functional and the def2-TZVPD basis)
C -0.5786 1.0884 0.3999
C 0.8122 0.5433 0.0726
C -0.7814 -0.3304 0.7520
C -0.6331 -0.9340 -0.5987
C 0.3818 -0.3250 -1.1970
H 1.6588 1.1165 -0.0178
H 1.2537 -1.3205 1.0918
H -1.6830 -0.4203 1.4009
H -1.4068 -1.5463 -0.9305
H 1.2814 -0.1888 -2.0753
N 0.8296 -0.3120 1.2448
S -1.1347 2.6290 -0.1425
```

- calculated total energy (a.u.) = -646.2595
- frontier orbital gap (eV) = 8.26
- energy above the lowest of the compared OMol25 structures with the same formula, charge and spin (kJ/mol) = 507.6
- highest occupied orbital energy (eV) = -8.59

Löwdin atomic charges, in units of e:
1. C -0.6074
2. C -0.4154
3. C -0.2195
4. C -0.0957
5. C 0.0078
6. H 0.0963
7. H 0.1435
8. H 0.1463
9. H 0.0871
10. H 0.1907
11. N 0.0668
12. S 0.5997